81
Properties=species:S:1:pos:R:3:forces:R:3 method="wB97M-V/def2-TZVPD" e_tot_ev=-36955.8381 orbital_gap_ev=10.360 fmax_ha_per_bohr=0.05713 e_above_lowest_ev=2.475 e_lumo_ev=0.4 smiles=CC(C)O.CC(C)O.CC(C)O.CCO.CCO.CCO.CCO.CCO
C -7.58607 -26.73384 -0.42236 0.795 1.166 0.384
C -8.18390 -27.87705 0.33717 -1.656 1.811 1.615
C -9.60967 -27.53380 0.89261 0.514 -0.022 -0.737
O -8.31394 -28.91313 -0.53620 -0.274 -2.288 -0.987
H -7.99651 -26.65314 -1.42891 -0.149 -0.145 0.076
H -6.50418 -26.85386 -0.47902 0.110 -0.119 -0.196
H -7.72827 -25.77540 0.07693 -0.101 0.085 0.109
H -7.59371 -28.15445 1.21057 0.457 0.001 0.041
H -10.17553 -27.00597 0.12496 -0.114 -0.138 -0.190
H -9.60703 -26.85711 1.74711 0.358 -0.110 0.131
H -10.14720 -28.44645 1.14993 0.071 -0.004 0.048
H -7.42515 -29.19807 -0.76084 0.070 -0.208 -0.206
C -1.42799 -21.51523 3.03737 0.041 -0.047 0.423
C -2.08873 -20.12085 3.09246 -0.140 -1.398 -0.422
C -3.35120 -20.07090 4.00795 1.458 -0.927 -0.311
O -1.09329 -19.28506 3.59266 0.241 1.596 1.011
H -1.94410 -22.24891 2.41816 -0.120 -0.056 0.199
H -1.24217 -21.87227 4.05034 -0.652 -0.277 0.228
H -0.38824 -21.45036 2.71675 -0.081 0.342 -0.692
H -2.33624 -19.85390 2.06505 -0.282 0.255 -0.120
H -4.03135 -19.24083 3.81694 0.192 -0.086 0.122
H -2.97269 -20.11710 5.02907 -0.069 0.631 0.169
H -3.83995 -21.04267 3.93805 -0.420 0.165 -0.417
H -0.43805 -19.04708 2.93264 -0.158 -0.182 -0.169
C -3.81218 -24.18376 -2.29011 -0.711 0.040 -1.096
C -3.00930 -23.20678 -1.53587 0.816 0.329 1.405
C -2.03999 -23.97655 -0.62319 -0.164 0.933 -0.389
O -2.33474 -22.29218 -2.37624 0.672 -0.238 -0.805
H -4.52126 -24.71888 -1.65850 0.131 0.035 0.045
H -3.12296 -24.88325 -2.76319 -0.222 -0.168 -0.172
H -4.37861 -23.65289 -3.05526 -0.089 -0.177 -0.169
H -3.60530 -22.52301 -0.93143 -0.592 -0.536 0.556
H -2.67189 -24.59454 0.01470 0.492 0.125 0.470
H -1.41475 -23.23490 -0.12606 -0.180 -0.128 0.809
H -1.31425 -24.59305 -1.15361 -0.334 -0.213 -0.397
H -1.51306 -22.09726 -1.91968 0.149 0.270 -0.239
C -8.73043 -23.06946 -0.65940 -0.579 -0.535 -0.178
C -8.71014 -21.65342 -1.14958 0.021 0.821 2.118
O -10.06846 -21.26377 -1.31518 -0.087 0.052 -0.773
H -9.46767 -23.22314 0.12862 -0.141 0.535 0.153
H -7.79621 -23.39142 -0.19931 0.240 -0.212 -0.696
H -9.13970 -23.67183 -1.47041 0.678 -0.580 -0.037
H -8.01014 -21.43763 -1.95676 -0.483 -0.304 -0.639
H -8.32388 -21.05155 -0.32699 0.305 0.239 0.225
H -10.17229 -20.33874 -1.08036 0.086 0.009 -0.148
C -3.32611 -27.24959 -0.57948 -1.194 -0.341 0.700
C -3.42516 -27.49786 0.93724 -0.927 -0.011 -0.007
O -4.68897 -28.16364 1.30267 1.058 0.427 -0.851
H -3.47414 -28.15747 -1.16424 0.734 -0.137 -0.010
H -2.46545 -26.63017 -0.83188 0.161 -0.593 -0.083
H -4.19972 -26.66460 -0.86702 -0.053 0.213 0.191
H -3.41069 -26.50721 1.39162 0.005 -0.047 0.298
H -2.62524 -28.09931 1.36907 0.253 0.012 -0.321
H -4.93743 -27.83587 2.17011 -0.044 0.022 0.053
C -4.84394 -26.47924 5.51046 -0.581 0.576 -0.637
C -5.79066 -27.66131 5.30863 0.963 0.619 0.151
O -6.49405 -27.50667 4.05627 0.295 -0.006 0.566
H -5.42593 -25.55765 5.50271 -0.036 0.128 -0.032
H -4.16566 -26.42351 4.65902 0.146 0.023 0.071
H -4.26786 -26.45602 6.43549 -0.125 -0.543 0.000
H -6.50007 -27.69407 6.13553 -0.011 -0.349 -0.042
H -5.13248 -28.52841 5.25343 -0.485 -0.488 0.170
H -7.23417 -28.11750 4.08290 -0.104 -0.034 -0.255
C -5.02769 -23.17464 2.03952 -0.391 -0.794 -1.283
C -5.96940 -24.21931 2.63832 1.068 0.463 1.103
O -5.43149 -25.50328 2.41740 0.332 0.253 -0.759
H -5.04476 -22.21483 2.55580 -0.125 -0.109 -0.223
H -5.33170 -23.11342 0.99456 0.002 0.775 -0.198
H -4.00905 -23.54856 1.93622 0.085 -0.082 0.651
H -6.98394 -24.09927 2.25834 -0.106 -0.117 -0.077
H -5.95081 -23.99969 3.70580 -0.511 -0.223 0.391
H -5.92889 -26.18810 2.87042 -0.518 0.034 0.297
C -7.57046 -20.20787 3.03859 0.701 -0.338 0.059
C -8.47213 -21.40003 3.05146 -1.431 0.361 -0.408
O -9.64495 -21.02236 3.76981 -0.405 -0.498 0.735
H -8.14292 -19.38532 2.60987 0.222 0.185 0.035
H -6.68291 -20.39047 2.43278 0.118 0.157 -0.023
H -7.27978 -19.97838 4.06374 0.070 0.229 -0.088
H -8.11944 -22.32454 3.50861 0.291 0.260 0.078
H -8.81216 -21.62010 2.03951 0.370 -0.376 -0.310
H -10.12492 -20.35274 3.27701 0.073 0.011 -0.092



90
Properties=species:S:1:pos:R:3:forces:R:3 method="wB97M-V/def2-TZVPD" e_tot_ev=-50845.6041 orbital_gap_ev=7.580 fmax_ha_per_bohr=0.04457 e_above_lowest_ev=0.000 e_lumo_ev=-1.4
Ag 2.41258 -0.60566 3.21857 -0.016 -0.270 -1.133
C 0.59320 -0.04056 0.42889 -0.270 0.884 -0.854
O 1.85969 0.21278 0.93926 0.176 -0.477 1.160
H -0.26023 0.16521 1.09183 0.182 -0.359 0.334
H 0.38153 0.65980 -0.40652 0.074 -0.098 -0.089
H 0.46049 -1.03850 -0.02410 0.044 -0.205 0.374
C -3.47965 4.65473 -0.24809 -0.261 -0.550 -1.022
C -2.00246 4.31014 -0.27596 1.443 0.364 1.298
C -1.66195 3.02171 -0.99618 -0.776 -0.331 -0.055
O -1.94226 3.12303 -2.37957 0.110 -0.253 0.317
C -1.52115 1.94059 -3.04325 0.189 1.107 -0.023
N -1.15115 5.43373 -0.72455 -0.670 -0.373 -1.207
H -3.68207 5.71725 -0.14701 0.204 0.032 0.224
H -4.01838 4.08630 0.50984 0.094 0.108 0.160
H -3.90287 4.33087 -1.20645 -0.131 0.217 0.025
H -1.65399 4.15032 0.75494 -0.247 -0.166 0.036
H -2.27187 2.20736 -0.56983 0.140 -0.073 -0.004
H -0.60417 2.75386 -0.87455 0.032 0.164 0.199
H -2.09831 1.06488 -2.73492 -0.110 -0.032 -0.212
H -0.46019 1.76516 -2.82347 0.004 -0.135 -0.040
H -1.61728 2.21644 -4.09181 -0.105 -0.650 -0.169
H -1.37129 5.49632 -1.72244 0.009 0.500 0.069
H -0.18746 5.10646 -0.76193 0.061 0.151 0.478
C -3.29759 0.92170 1.80768 -0.155 0.223 -0.459
C -3.94561 0.53095 3.12983 0.897 0.428 -0.452
C -5.26192 -0.15901 2.90393 -1.144 -0.243 1.126
O -6.29865 0.78109 2.65148 0.648 0.258 -0.713
C -7.43688 0.16344 2.11551 -0.717 0.532 -0.041
N -2.96561 -0.35851 3.78182 -0.612 -0.024 -0.268
H -3.81072 1.72570 1.27895 -0.257 -0.092 0.118
H -3.28610 0.04244 1.15954 0.105 0.034 -0.063
H -2.26539 1.26579 1.91997 -0.018 -0.035 0.193
H -4.10430 1.42733 3.74039 -0.279 0.024 -0.106
H -5.56266 -0.66031 3.83951 0.279 -0.311 -0.096
H -5.24606 -0.91531 2.11364 0.352 0.048 -0.076
H -7.24933 -0.40522 1.19828 0.306 -0.369 0.293
H -8.13852 0.93452 1.78739 0.137 0.191 0.285
H -7.94407 -0.41569 2.89533 0.028 -0.371 -0.256
H -2.08039 0.10497 3.62772 0.233 -0.269 0.471
H -3.16267 -0.42758 4.77268 0.209 -0.002 0.038
C 3.68476 -4.51084 0.90938 0.571 -1.228 0.608
C 2.99346 -3.72990 2.03180 0.763 0.900 -1.965
C 3.25580 -4.23748 3.42507 -1.230 -0.398 -0.060
O 2.54194 -3.39337 4.32121 0.564 0.067 0.184
C 2.94266 -3.61688 5.65203 -0.064 -0.371 0.664
N 3.50208 -2.34084 1.95060 -0.794 0.232 1.167
H 3.43702 -4.21345 -0.10691 -0.372 0.337 0.181
H 3.45626 -5.57886 1.01128 -0.012 0.038 -0.145
H 4.77545 -4.42954 0.97410 -0.037 0.046 0.154
H 1.94532 -3.73934 1.72876 -0.240 0.188 0.775
H 4.32473 -4.29643 3.65731 0.058 0.285 -0.017
H 2.83608 -5.24534 3.53130 0.214 -0.115 -0.074
H 4.02268 -3.49912 5.79904 -0.023 0.252 -0.159
H 2.70945 -4.62988 6.00907 -0.119 -0.029 -0.284
H 2.40221 -2.93714 6.30878 0.050 0.164 -0.154
H 4.50942 -2.39503 2.01873 0.074 0.466 -0.454
H 3.16547 -1.81274 1.15151 0.464 -0.262 -0.340
C -1.17385 -2.46153 -4.83655 -0.167 -0.587 0.455
C -0.30150 -2.07962 -3.64144 0.233 -0.158 -0.896
C 0.51629 -0.82465 -3.95145 -0.019 -0.805 0.464
O 1.54450 -1.21006 -4.82241 0.017 -0.378 -0.595
C 2.16621 -0.17266 -5.55504 0.123 0.102 0.536
N -1.12356 -1.88873 -2.43948 0.305 -0.005 -0.143
H -1.60953 -3.44535 -4.63323 -0.388 0.219 0.101
H -0.63144 -2.63451 -5.76554 0.273 0.508 0.049
H -1.95587 -1.70955 -4.94053 -0.100 -0.133 -0.233
H 0.42806 -2.89293 -3.53525 0.101 0.121 0.278
H 0.94246 -0.51131 -2.98553 -0.030 0.610 -0.179
H -0.13485 -0.07461 -4.41293 0.131 0.241 0.195
H 1.45420 0.64228 -5.70956 0.183 0.134 -0.111
H 2.52102 -0.54152 -6.51602 -0.214 -0.211 -0.004
H 3.04948 0.16925 -5.00447 -0.118 0.305 -0.020
H -1.13986 -2.76122 -1.92520 -0.244 0.040 0.059
H -0.66667 -1.21777 -1.83051 -0.068 -0.011 0.065
C 4.50806 -0.73537 -1.36082 -0.033 -0.550 1.589
O 5.53403 -0.95848 -1.96847 0.043 0.155 -0.527
N 3.33570 -1.45259 -1.56351 1.223 0.398 -0.226
N 4.41549 0.06539 -0.25322 -0.297 0.085 -0.185
H 2.50063 -1.16520 -1.08583 -0.310 -0.208 -0.347
H 3.43437 -2.07516 -2.34474 -0.831 -0.055 -0.124
H 5.19326 0.60585 0.07248 0.130 0.054 -0.310
H 3.49364 0.18170 0.16753 -0.022 0.289 0.184
C 2.14988 4.10831 0.32046 1.329 -1.203 -0.294
O 2.07379 5.29643 0.54327 -0.574 0.124 -0.020
N 2.28365 3.56460 -0.94439 -0.425 0.610 0.344
N 2.33774 3.14025 1.28730 -0.414 0.349 0.802
H 2.38947 2.56964 -1.03215 -0.134 0.017 -0.297
H 1.97087 4.15089 -1.69646 0.163 -0.236 -0.266
H 2.11506 3.48137 2.20926 0.108 0.035 0.009
H 2.11017 2.15453 1.14504 -0.028 -0.008 -0.295